No. 1
The following is a quantum chemistry calculation of a molecular structure, C14H27InN5, from OMol25.

Properties
Gap between HOMO and LUMO, eV: 7.33

```
! wB97M-V def2-TZVPD RIJCOSX def2/J DEFGRID3
* xyz -1 1
C -0.37113 -1.92623 1.24154
C 0.73207 -1.70322 0.19773
C 2.04073 -2.35199 0.70376
C 0.33291 -2.17160 -1.21790
In 0.75107 -0.56153 -2.68523
H -0.13808 -1.39473 2.17263
H -0.46692 -2.99109 1.48626
H -1.34529 -1.56263 0.89181
H 0.88612 -0.61305 0.19874
H 2.67766 -1.64041 1.24332
H 1.80910 -3.16299 1.40304
H 2.63349 -2.77940 -0.10981
H 0.91282 -3.05838 -1.50087
H -0.72765 -2.45771 -1.24364
H 2.52479 -0.46770 -2.79267
H 0.11531 0.89474 -1.92375
H 0.04493 -0.83224 -4.30895
C -1.39074 1.90351 -5.58578
C -1.08020 2.78391 -4.46783
N -0.78115 3.37982 -3.52869
H -2.46169 1.70986 -5.62238
H -1.07305 2.35109 -6.52604
H -0.86406 0.95961 -5.42090
C -1.37446 -5.22470 -0.31591
C -0.01221 -5.59564 0.04256
N 1.08715 -5.84523 0.26582
H -1.41738 -4.14512 -0.44913
H -1.65067 -5.70728 -1.25225
H -2.07222 -5.52544 0.46474
C 3.37444 1.20649 1.22269
C 2.15445 1.18853 2.01855
N 1.15290 1.14650 2.58228
H 3.24863 0.53185 0.37433
H 3.55406 2.21147 0.84475
H 4.22331 0.88547 1.82374
C -2.67997 5.00322 -1.32871
C -4.02695 4.98297 -0.77368
N -5.09582 4.97502 -0.35033
H -2.55478 4.23782 -2.09144
H -2.48329 5.97782 -1.77237
H -1.94697 4.81187 -0.54679
C 0.09295 1.69551 5.66665
C 0.69111 1.88995 6.98075
N 1.16379 2.04503 8.01718
H 0.00254 2.64932 5.15032
H 0.70557 1.04179 5.04982
H -0.89719 1.25513 5.77204
*
```

---

No. 2
The following is a quantum chemistry calculation of a molecular structure, C14H27IrN3S at a distorted geometry, from OMol25.

Properties
Gap between HOMO and LUMO (alpha / beta), eV: 6.99 / 5.36
Relative energy (zero: lowest compared OMol25 entry of this formula, charge and spin), eV: 0.0147

```
! wB97M-V def2-TZVPD RIJCOSX def2/J DEFGRID3
* xyz 2 6
Ir 0.19417 -0.05708 -0.87923
C 3.07157 0.25622 1.56277
C 1.58547 0.10302 1.48337
C 0.74957 1.22612 1.46897
C 1.35757 2.59612 1.49907
C -0.64313 1.06442 1.45637
C -1.53643 2.26682 1.40557
C -1.19893 -0.21988 1.51147
C -2.67633 -0.40808 1.68817
C -0.36013 -1.33828 1.43987
C -0.93963 -2.71448 1.33137
C 1.02857 -1.17788 1.48557
C 1.92147 -2.37278 1.57207
H 3.42667 1.11252 0.99627
H 3.58557 -0.61058 1.14697
H 3.38897 0.37932 2.59877
H 1.58507 2.95862 0.49427
H 2.28577 2.60132 2.07177
H 0.69567 3.31492 1.98037
H -1.70583 2.67652 2.40277
H -2.50813 2.02792 0.97257
H -1.11233 3.05712 0.78467
H -3.19143 -0.43078 0.72657
H -3.11523 0.38412 2.29567
H -2.89703 -1.34218 2.20927
H -1.06003 -3.16968 2.31697
H -0.29533 -3.36268 0.73297
H -1.90923 -2.70968 0.83077
H 2.32447 -2.63688 0.59327
H 1.39757 -3.24088 1.97247
H 2.75517 -2.18278 2.24807
N -0.55443 1.31762 -2.17533
N -1.19673 0.83372 -3.30563
C -1.32373 -0.52718 -3.43483
N -2.04643 -0.91168 -4.52073
S -0.68193 -1.65268 -2.39623
H -1.20573 1.99152 -1.58203
H 0.28497 1.99162 -2.44293
H -1.86173 1.41702 -3.80503
H -2.06833 -0.31638 -5.33593
H -2.06453 -1.90878 -4.70363
C 1.80167 -0.05708 -2.27283
H 1.42937 0.26612 -3.26673
H 2.22347 -1.08018 -2.35073
H 2.59017 0.64282 -1.92783
H -1.53013 -0.05708 -0.87923
*
```